[1]
{
  "formula": "C5H11N2",
  "method": "ωB97M-V with the def2-TZVPD basis set",
  "total_charge": 1,
  "relative_energy_kj_mol": 311.7,
  "gap_ev": 7.5,
  "e_tot_ha": -306.264744,
  "symbols": ["C", "N", "C", "C", "C", "N", "C", "H", "H", "H", "H", "H", "H", "H", "H", "H", "H", "H"],
  "positions_angstrom": [[0.698, 1.409, -1.553], [0.422, 0.853, -0.464], [0.038, 1.665, 0.664], [0.353, -0.515, -0.171], [-0.789, -1.450, -0.793], [-0.950, -1.999, 0.535], [-0.177, -1.105, 1.266], [0.497, 2.522, -1.598], [1.136, 0.939, -2.428], [-0.063, 2.702, 0.504], [-1.049, 1.412, 0.960], [0.688, 1.428, 1.493], [1.190, -1.062, -0.439], [-1.670, -0.879, -1.098], [-0.330, -2.159, -1.497], [-1.115, -3.025, 0.705], [-0.768, -0.389, 1.859], [0.730, -1.611, 1.809]],
  "forces_ev_per_a": [[0.240, 2.415, -1.376], [-0.480, 1.211, 0.626], [-3.041, -0.592, 1.655], [-2.358, -2.930, 1.390], [0.728, 0.508, 0.871], [-2.140, -3.183, -0.957], [3.275, 0.534, 0.125], [0.576, -1.427, -0.061], [-0.364, -0.472, 0.187], [0.719, 1.194, -0.755], [1.757, -0.034, -0.355], [0.109, 0.075, 0.169], [2.229, -0.343, -0.324], [0.061, -0.267, -0.645], [-0.723, 0.442, -0.327], [0.564, 1.990, -0.077], [0.581, -0.413, 0.227], [-1.732, 1.294, -0.373]],
  "nbo_charge": [0.109, -0.219, -0.428, -0.116, -0.174, -0.662, -0.168, 0.229, 0.239, 0.241, 0.244, 0.249, 0.241, 0.193, 0.209, 0.415, 0.188, 0.209]
}

[2]
{
  "formula": "C17H32BrN5O3PS",
  "method": "ωB97M-V with the def2-TZVPD basis set",
  "total_charge": 1,
  "gap_ev": 5.7,
  "e_tot_ha": -4479.368555,
  "symbols": ["C", "C", "C", "N", "C", "C", "C", "P", "S", "C", "C", "Br", "N", "C", "C", "C", "N", "O", "H", "H", "H", "H", "H", "H", "H", "H", "H", "H", "H", "H", "H", "H", "H", "H", "H", "H", "C", "O", "N", "C", "C", "H", "H", "H", "H", "H", "H", "H", "C", "O", "N", "C", "C", "H", "H", "H", "H", "H", "H", "H"],
  "positions_angstrom": [[6.419, -1.690, 2.796], [5.902, -1.884, 1.252], [6.511, -0.697, 0.244], [5.439, 0.050, -0.517], [4.536, 0.867, 0.405], [5.346, 1.861, 1.478], [4.515, 2.857, 2.519], [5.418, 4.057, 3.731], [4.253, 4.420, 5.273], [2.852, 2.749, 2.397], [2.166, 1.718, 1.283], [0.127, 1.772, 1.239], [2.994, 0.824, 0.342], [2.329, -0.063, -0.686], [1.394, -1.263, -0.087], [1.779, -1.778, 1.418], [1.442, -1.099, 2.727], [2.427, -2.968, 1.511], [6.637, -2.753, 3.235], [7.389, -1.041, 2.894], [5.564, -1.205, 3.438], [4.739, -1.814, 1.149], [6.252, -2.938, 0.838], [7.137, -1.299, -0.574], [7.289, -0.022, 0.803], [5.900, 0.717, -1.203], [6.537, 1.919, 1.504], [6.695, 3.484, 4.091], [5.627, 5.317, 3.004], [2.157, 3.419, 3.080], [1.602, 0.647, -1.312], [3.053, -0.543, -1.474], [0.281, -0.866, -0.053], [1.414, -2.175, -0.842], [1.539, -1.853, 3.472], [0.394, -0.910, 2.721], [-2.905, 0.099, 0.358], [-2.407, -0.983, 0.640], [-4.142, 0.284, -0.222], [-4.659, 1.602, -0.525], [-4.951, -0.874, -0.539], [-2.375, 1.045, 0.556], [-5.595, 1.749, 0.021], [-4.847, 1.669, -1.601], [-3.948, 2.381, -0.236], [-5.144, -1.436, 0.381], [-4.399, -1.515, -1.233], [-5.899, -0.572, -0.991], [-8.179, -1.057, -2.568], [-8.034, -2.077, -1.907], [-7.929, -0.936, -3.918], [-8.127, 0.310, -4.628], [-7.454, -2.091, -4.652], [-8.536, -0.120, -2.109], [-8.864, 0.152, -5.421], [-7.175, 0.622, -5.067], [-8.487, 1.094, -3.956], [-8.190, -2.895, -4.565], [-6.510, -2.428, -4.212], [-7.302, -1.843, -5.705]],
  "forces_ev_per_a": [[-0.597, -0.479, 0.057], [0.395, 0.674, -0.524], [1.376, -2.136, 0.021], [-1.275, 1.835, 1.472], [0.929, 2.413, 2.355], [-4.241, 0.716, 0.508], [-2.059, -3.961, -4.528], [-1.849, 0.640, 0.787], [0.625, -0.361, -0.783], [2.331, -2.123, -2.385], [3.369, 1.437, 1.537], [3.209, -0.242, -0.225], [2.560, 2.205, 2.416], [-1.726, -0.294, -1.715], [-1.027, 0.363, 0.704], [2.713, -6.033, 1.282], [-1.465, -2.216, -2.274], [-3.505, 7.206, -0.727], [-0.390, 2.141, -0.701], [-1.846, -1.262, -0.342], [1.744, -0.867, -1.187], [2.154, -0.386, 0.441], [-0.831, 2.361, 0.867], [-1.418, 1.639, 1.571], [-1.616, -1.094, -0.941], [-0.953, -0.940, 1.111], [-3.022, -0.429, -0.312], [-0.654, 0.173, -0.873], [0.273, -1.491, 0.087], [1.552, -1.684, -1.636], [1.652, -1.468, 1.416], [-0.810, 1.340, 2.110], [2.196, -0.891, 0.049], [0.203, 1.883, 1.947], [0.303, 1.117, -1.373], [1.631, 0.147, -0.191], [-1.302, -0.429, -0.539], [-0.134, 0.614, -0.204], [1.777, 0.143, 0.786], [-0.064, -0.168, 0.008], [0.099, -0.355, 0.083], [-0.173, 0.162, -0.070], [0.053, 0.176, -0.129], [-0.061, 0.185, 0.091], [-0.072, -0.162, -0.022], [-0.095, -0.058, -0.243], [-0.216, -0.055, 0.085], [0.245, -0.026, 0.146], [0.199, -0.520, -0.665], [0.060, 0.691, -0.675], [-0.281, 0.167, 1.423], [0.033, -0.208, -0.031], [-0.014, -0.256, 0.239], [-0.008, 0.063, -0.119], [0.075, 0.234, -0.011], [-0.147, 0.160, -0.083], [0.048, -0.187, -0.054], [0.214, -0.028, -0.104], [-0.098, -0.129, -0.163], [-0.069, 0.053, 0.233]],
  "nbo_charge": [-0.642, -0.425, -0.240, -0.673, 0.478, -0.237, -0.254, 0.772, -0.507, -0.191, 0.184, 0.173, -0.400, -0.254, -0.523, 0.654, -0.862, -0.583, 0.239, 0.209, 0.220, 0.228, 0.237, 0.238, 0.181, 0.409, 0.275, 0.035, 0.042, 0.309, 0.246, 0.288, 0.267, 0.287, 0.414, 0.396, 0.536, -0.637, -0.422, -0.399, -0.419, 0.080, 0.206, 0.200, 0.206, 0.225, 0.215, 0.219, 0.520, -0.618, -0.435, -0.399, -0.419, 0.109, 0.202, 0.193, 0.211, 0.221, 0.210, 0.208]
}

[3]
{
  "formula": "C2Br2I2",
  "method": "ωB97M-V with the def2-TZVPD basis set",
  "relative_energy_kj_mol": 105.2,
  "gap_ev": 7.7,
  "e_tot_ha": -5819.546836,
  "symbols": ["Br", "C", "C", "Br", "I", "I"],
  "positions_angstrom": [[2.161, -0.386, 0.923], [0.454, -0.138, 0.439], [-0.716, 0.095, 0.257], [-2.401, 0.279, -0.336], [1.936, -1.152, -3.347], [1.445, 1.454, -3.591]],
  "forces_ev_per_a": [[0.036, -0.022, -0.064], [-0.783, 0.318, 0.225], [0.782, -0.363, -0.347], [-0.009, 0.074, 0.131], [-0.049, 0.193, 0.001], [0.023, -0.201, 0.053]],
  "nbo_charge": [0.208, -0.215, -0.198, 0.202, 0.001, 0.002]
}